Entry 1:
DFT (ωB97M-V with the def2-TZVPD basis set) results for a structure of composition C29H32CeN5O2S at a distorted geometry.

- Net charge: 0
- LUMO energy (spin up / spin down): -0.28 / -0.28 eV
- Spin multiplicity: 2
- HOMO level (spin up / spin down): -7.07 / -7.12 eV

Atoms and positions in Å:
Ce 10.853 11.553 8.827
O 12.635 11.217 12.935
C 12.337 11.434 11.754
N 11.155 11.251 11.102
C 10.088 10.877 11.981
C 8.774 10.861 11.282
C 7.597 11.199 11.942
C 6.380 10.990 11.313
C 6.395 10.566 9.998
C 7.592 10.422 9.347
N 8.734 10.616 9.931
C 13.393 11.963 10.932
C 14.673 12.118 11.522
C 15.713 12.531 10.711
C 15.413 12.988 9.374
C 14.125 12.794 8.886
N 13.152 12.207 9.644
H 10.063 11.592 12.879
H 10.300 9.878 12.418
H 7.666 11.450 13.002
H 5.421 11.087 11.918
H 5.473 10.225 9.498
H 7.581 10.111 8.285
H 14.758 11.958 12.571
H 16.735 12.591 11.024
H 16.162 13.394 8.734
H 13.884 13.008 7.878
C 9.056 16.834 5.665
C 9.362 15.795 6.735
C 10.158 16.098 7.915
C 10.401 15.082 8.751
N 10.082 13.755 8.399
C 9.219 13.604 7.348
S 8.771 11.997 6.850
N 8.818 14.613 6.569
H 10.019 17.030 5.088
H 8.695 17.801 6.157
H 8.294 16.414 5.067
H 10.412 17.129 8.182
H 11.019 15.148 9.634
C 10.410 7.634 9.976
C 11.847 7.174 9.749
C 12.754 8.030 10.702
C 12.344 7.306 8.341
C 13.206 6.323 7.874
C 13.658 6.353 6.554
C 13.169 7.281 5.669
C 12.382 8.356 6.110
C 12.154 9.548 5.159
C 10.653 9.736 4.847
C 12.716 10.909 5.603
C 12.057 8.417 7.505
O 11.557 9.590 7.943
H 10.042 7.471 10.996
H 9.739 7.028 9.336
H 10.388 8.704 9.723
H 11.998 6.153 9.931
H 12.823 9.002 10.195
H 13.784 7.688 10.875
H 12.222 8.201 11.626
H 13.570 5.557 8.537
H 14.391 5.615 6.256
H 13.469 7.220 4.664
H 12.664 9.225 4.225
H 10.123 9.885 5.836
H 10.322 8.793 4.374
H 10.497 10.520 4.112
H 12.002 11.386 6.274
H 12.674 11.631 4.747
H 13.744 10.897 6.051

Entry 2:
DFT (ωB97M-V with the def2-TZVPD basis set) results for a structure of composition C29H32Cl2FeN6O4P2S.

- Net charge: +1
- LUMO energy (spin up / spin down): -3.58 / -3.47 eV
- Energy above the lowest of the compared OMol25 structures with the same formula, charge and spin: 9.9 kcal/mol
- Spin multiplicity: 2
- HOMO level (spin up / spin down): -10.25 / -10.26 eV

Atoms and positions in Å:
Fe -0.524 0.790 0.454
Cl -0.753 -6.965 0.463
C -0.634 -5.240 0.565
C 0.584 -4.652 0.908
C 0.699 -3.286 0.963
Cl 2.225 -2.609 1.451
C -0.374 -2.398 0.654
O -0.120 -1.136 0.593
C -1.620 -3.042 0.422
C -2.874 -2.329 0.375
O -3.042 -1.141 0.601
C -1.722 -4.442 0.346
H 1.440 -5.272 1.137
H -3.735 -2.939 0.044
H -2.687 -4.887 0.135
C -2.188 0.786 3.813
P -2.047 1.521 2.158
C -3.792 1.701 1.677
C -1.616 3.268 2.501
C -1.590 3.977 1.151
P -0.408 3.098 0.068
C -0.777 3.717 -1.591
C 1.168 3.908 0.452
H -2.983 1.310 4.346
H -1.263 0.886 4.376
H -2.457 -0.268 3.735
H -4.287 2.353 2.399
H -4.268 0.728 1.660
H -3.882 2.145 0.687
H -0.645 3.311 3.001
H -2.356 3.702 3.175
H -1.317 5.031 1.224
H -2.574 3.929 0.681
H -0.750 4.807 -1.548
H -1.769 3.403 -1.912
H -0.033 3.366 -2.306
H 1.027 4.981 0.313
H 1.937 3.561 -0.239
H 1.486 3.722 1.476
N 2.972 -4.230 -4.426
C 2.735 -2.996 -3.896
C 2.529 -1.888 -4.733
C 2.267 -0.645 -4.200
C 2.223 -0.490 -2.820
C 2.422 -1.575 -1.974
C 2.671 -2.820 -2.504
S 1.899 1.063 -2.124
O 1.703 2.029 -3.169
O 2.858 1.358 -1.091
N 0.459 0.914 -1.307
C -0.678 0.653 -1.995
N -1.726 0.753 -1.142
C -2.937 0.411 -1.588
C -3.121 0.063 -2.906
C -1.981 0.021 -3.712
N -0.765 0.296 -3.273
H 3.138 -4.334 -5.410
H 3.237 -4.993 -3.832
H 2.574 -2.017 -5.807
H 2.092 0.208 -4.841
H 2.376 -1.437 -0.903
H 2.828 -3.666 -1.846
H -3.750 0.427 -0.877
H -4.097 -0.184 -3.292
H -2.057 -0.269 -4.754
N 4.832 -0.247 5.497
C 4.016 -0.046 4.715
C 2.985 0.206 3.744
C 1.720 -0.352 3.899
C 0.767 -0.090 2.942
N 0.977 0.717 1.891
C 2.206 1.211 1.728
C 3.237 0.981 2.625
H 1.494 -1.005 4.730
H -0.193 -0.577 2.985
H 2.396 1.764 0.825
H 4.216 1.395 2.434